Computed, not measured: 2 unconnected molecules or ions with the total composition C10H23N4O3S at a distorted geometry, with ωB97M-V/def2-TZVPD.

CARTESIAN COORDINATES (ANGSTROEM)
1 H 5.037 1.019 4.916
2 H 0.629 -1.190 0.782
3 C 1.422 -1.675 0.219
4 C -3.446 0.238 -2.916
5 O -4.050 -0.435 -0.458
6 H 0.989 -3.520 -1.708
7 H 1.310 -2.739 0.382
8 H -2.509 3.685 0.337
9 N 2.360 0.982 3.473
10 C 0.487 -2.597 -1.971
11 H -2.390 2.174 1.232
12 H 3.370 -2.137 1.015
13 H -0.564 -2.615 -1.712
14 H 4.876 2.486 4.037
15 H -0.391 -2.496 -3.971
16 N 1.840 0.212 2.493
17 C 2.873 -0.324 1.832
18 C 3.696 0.909 3.368
19 H 0.654 -0.520 -1.414
20 C -4.264 2.443 0.187
21 S -3.241 0.489 -1.188
22 C -3.069 2.979 0.949
23 H -2.974 -0.710 -3.162
24 H 1.181 -3.244 -3.949
25 C 2.828 -1.258 0.686
26 O -3.904 1.929 -1.112
27 H -4.972 3.244 -0.011
28 H 3.421 -0.810 -0.100
29 H -4.790 1.674 0.753
30 N 4.588 1.540 4.188
31 O -1.842 0.597 -0.890
32 H 0.858 0.053 2.322
33 H -4.508 0.204 -3.139
34 H 2.159 -1.325 -1.798
35 H -3.402 3.482 1.857
36 C 0.587 -2.453 -3.507
37 N 4.029 0.103 2.353
38 H 1.037 -1.509 -3.794
39 H 1.838 1.510 4.154
40 C 1.208 -1.446 -1.289
41 H -2.959 1.051 -3.448

Cartesian forces (eV/Å) of the 6 atoms listed first:
H 0.23 -0.14 -0.02
H -0.18 0.06 0.04
C 0.45 -0.08 -0.70
C 0.01 0.02 -0.04
O 0.12 -0.12 0.22
H -0.23 -0.31 0.36

Values from the calculation:
- HOMO energy (eV) = -13.099
- LUMO level (eV) = -3.20
- energy above the lowest of the compared OMol25 structures with the same formula, charge and spin (kJ/mol) = 56.53
- largest force on an atom (eV/Å) = 1.2
- gap between HOMO and LUMO (eV) = 9.90
- net charge = +1

***

Computed, not measured: a gas-phase ion, C10H23NO2P (charge +1) at a distorted geometry, with ωB97M-V/def2-TZVPD.

CARTESIAN COORDINATES (ANGSTROEM)
1 H 2.925 2.434 0.966
2 H -0.865 0.962 -1.877
3 H -1.585 -4.428 0.764
4 C -2.477 0.440 -0.553
5 H -2.780 -0.389 0.090
6 H -3.462 3.035 1.498
7 C -0.157 -0.429 -0.483
8 H -0.330 -3.337 -1.077
9 C 2.974 -0.728 -0.107
10 H -4.362 2.280 0.186
11 H -3.951 1.347 1.626
12 C -0.865 -2.738 -0.332
13 H 2.641 -1.201 0.819
14 O 0.831 0.164 1.934
15 C -1.213 0.058 -1.375
16 C 3.340 1.429 0.873
17 H 2.532 -1.247 -0.955
18 C -2.284 1.694 0.290
19 H -1.826 -2.421 -0.740
20 H 1.940 0.749 -2.091
21 O -0.019 -1.600 -0.056
22 H 2.224 2.315 -1.318
23 H -3.279 0.613 -1.272
24 C -3.596 2.113 0.940
25 P 0.750 0.896 0.676
26 H -1.560 -2.929 1.702
27 N 2.556 0.664 -0.091
28 C -1.026 -3.518 0.960
29 C 2.587 1.292 -1.404
30 H 3.282 0.946 1.848
31 H -1.535 1.510 1.072
32 H -1.488 -0.693 -2.119
33 H 4.060 -0.810 -0.173
34 H 4.383 1.499 0.562
35 H -0.052 -3.785 1.362
36 H 3.601 1.308 -1.806
37 H -1.917 2.505 -0.341

Cartesian forces (eV/Å) of the 6 atoms listed first:
H 0.04 -0.04 -0.06
H 0.11 -0.02 0.00
H -0.06 -0.05 -0.05
C 0.09 0.24 0.14
H -0.05 -0.07 -0.05
H -0.06 0.07 0.08

Values from the calculation:
- HOMO energy (eV) = -12.225
- LUMO level (eV) = -4.42
- energy above the lowest of the compared OMol25 structures with the same formula, charge and spin (kJ/mol) = 201.51
- largest force on an atom (eV/Å) = 1.8
- gap between HOMO and LUMO (eV) = 7.80
- net charge = +1

***

Computed, not measured: C10H23NOSi in the gas phase at a distorted geometry, with ωB97M-V/def2-TZVPD.

CARTESIAN COORDINATES (ANGSTROEM)
1 H 1.885 2.042 2.014
2 C 1.306 -2.254 0.880
3 H 2.129 -2.175 0.184
4 C -0.381 4.259 -0.541
5 H -1.241 -0.580 -2.484
6 H -0.583 -4.820 -0.433
7 H -2.242 2.666 0.775
8 H 1.593 -2.042 1.967
9 C -1.508 1.990 1.260
10 H -1.535 -2.742 -0.643
11 H 0.302 5.102 -0.444
12 H 0.953 3.343 2.590
13 O 0.648 1.544 -0.681
14 C 0.121 -3.948 -0.571
15 C -0.611 -2.768 -1.203
16 C 0.063 0.924 -1.825
17 C 1.407 3.003 1.693
18 C -0.758 -0.319 -1.545
19 H -0.072 -3.693 1.579
20 H -0.710 -2.943 -2.287
21 C 0.721 -3.650 0.771
22 C 0.267 -1.286 0.432
23 H -0.682 -1.446 0.906
24 H -0.491 3.895 -1.563
25 H -1.543 -0.143 -0.838
26 H -1.311 4.524 -0.071
27 H 2.053 3.751 1.321
28 H -0.533 1.679 -2.303
29 H 0.866 -4.305 -1.255
30 H -1.416 2.280 2.321
31 H 1.433 -4.357 1.143
32 H 0.499 -0.297 0.767
33 H -1.575 0.901 1.146
34 Si -0.002 2.686 0.447
35 H 0.880 0.618 -2.493
36 N 0.067 -1.440 -1.017

Cartesian forces (eV/Å) of the 6 atoms listed first:
H 0.03 0.85 -0.65
C -0.08 -0.41 1.42
H 0.64 0.27 0.16
C 0.19 -1.08 0.87
H 0.09 -0.35 -0.15
H 0.45 0.92 -0.40

Values from the calculation:
- HOMO energy (eV) = -8.555
- LUMO level (eV) = 0.90
- SMILES = C[Si](C)(C)OCCN1CCCCC1
- energy above the lowest of the compared OMol25 structures with the same formula, charge and spin (kJ/mol) = 62.50
- largest force on an atom (eV/Å) = 3.1
- gap between HOMO and LUMO (eV) = 9.46

***

Computed, not measured: a molecular structure, C10H23O8V at a distorted geometry, with ωB97M-V/def2-TZVPD.

CARTESIAN COORDINATES (ANGSTROEM)
1 H -16.315 -25.888 -35.362
2 C -19.983 -22.857 -33.244
3 H -22.945 -26.675 -39.903
4 H -22.752 -25.123 -36.582
5 H -16.532 -24.598 -37.801
6 O -17.890 -23.571 -39.011
7 O -19.356 -24.397 -37.559
8 H -20.609 -28.544 -35.252
9 H -19.370 -26.244 -40.676
10 O -19.957 -24.643 -34.765
11 H -21.020 -26.442 -41.466
12 H -20.120 -21.910 -33.784
13 H -21.177 -21.223 -37.859
14 H -17.454 -22.781 -33.950
15 O -19.622 -22.360 -38.461
16 H -20.942 -23.228 -32.904
17 H -17.597 -23.828 -35.440
18 H -22.458 -28.345 -39.727
19 C -20.812 -22.228 -37.677
20 H -16.373 -27.221 -36.571
21 O -20.195 -26.988 -38.399
22 C -22.346 -27.340 -39.285
23 H -17.675 -25.636 -38.640
24 H -17.399 -24.539 -33.838
25 C -17.077 -24.730 -38.734
26 C -19.322 -23.802 -34.195
27 O -21.813 -25.189 -36.740
28 H -16.910 -27.538 -34.949
29 H -16.385 -24.829 -39.565
30 H -21.557 -22.964 -37.977
31 H -19.320 -22.614 -32.413
32 O -20.671 -27.609 -35.434
33 H -22.650 -27.416 -38.248
34 H -20.601 -22.400 -36.623
35 C -20.892 -27.012 -39.382
36 V -20.126 -26.071 -36.386
37 C -17.834 -23.701 -34.388
38 C -16.916 -26.741 -35.723
39 H -19.925 -27.797 -41.067
40 C -18.993 -23.512 -38.286
41 C -20.300 -26.810 -40.748
42 O -18.177 -26.354 -36.057

Cartesian forces (eV/Å) of the 6 atoms listed first:
H 0.19 -0.16 0.03
C 0.21 0.52 0.00
H -0.12 0.14 0.22
H 0.19 -0.31 0.31
H -0.05 0.09 -0.02
O 0.09 0.09 -0.10

Values from the calculation:
- HOMO energy (alpha / beta) (eV) = -7.131 / -7.811
- LUMO level (alpha / beta) (eV) = 0.60 / 0.60
- multiplicity = 3
- largest force on an atom (eV/Å) = 1.8
- gap between HOMO and LUMO (alpha / beta) (eV) = 7.73 / 8.41

***

Computed, not measured: a molecular structure, C10H24AlBrCl5Cs2F4LiN3O5S2V at a distorted geometry, with ωB97M-V/def2-TZVPD.

CARTESIAN COORDINATES (ANGSTROEM)
1 N 1.595 0.134 -2.062
2 O 0.066 6.997 -4.777
3 C -4.024 2.824 -0.344
4 H -6.597 -0.816 -1.502
5 C -7.446 -1.320 -1.057
6 H 4.966 -0.658 2.734
7 O -5.286 1.294 -2.039
8 H 0.697 -2.961 3.844
9 H -0.273 -4.380 3.383
10 S 1.579 -4.938 4.815
11 H 2.029 1.064 0.278
12 H 2.358 -0.505 2.932
13 Cl -7.891 -2.672 -2.120
14 Cl -8.772 -0.149 -0.964
15 F 0.543 2.050 -6.156
16 H 1.676 1.108 -2.398
17 F 1.750 2.537 -3.712
18 V 0.699 6.554 -3.392
19 Li -1.643 -0.134 -3.140
20 H -1.014 0.079 -0.265
21 C 0.755 0.134 -0.927
22 H 2.798 -1.281 -0.009
23 C 4.299 -0.329 1.946
24 H 5.359 1.493 2.279
25 Cl -6.975 -1.863 0.536
26 Br 2.861 4.204 1.317
27 Cs 2.666 -0.027 -4.115
28 N 1.362 0.268 0.413
29 H 0.349 -6.751 3.859
30 H -3.859 1.858 0.175
31 S 3.216 2.185 2.761
32 H 1.831 -7.284 4.690
33 C -5.729 2.270 -1.480
34 Cs 0.592 2.223 1.596
35 H 4.454 1.537 0.803
36 H -3.278 2.914 -1.168
37 H -5.861 3.239 -1.998
38 N -0.479 0.041 -1.133
39 C 2.914 -0.923 2.098
40 H 1.304 -4.081 2.594
41 O -4.369 3.807 0.267
42 H 1.996 1.605 2.689
43 H 4.695 -0.749 1.022
44 O 1.359 6.089 -1.944
45 O 0.694 -4.933 5.998
46 Cl -5.352 -0.270 2.202
47 C 4.415 1.196 1.836
48 H 3.047 -1.972 2.352
49 Al 1.938 2.598 -5.453
50 H 1.948 -6.540 3.078
51 C 1.405 -6.539 4.023
52 H -6.437 2.201 -0.636
53 C 2.092 -0.975 0.764
54 F 3.248 1.569 -5.906
55 Cl -1.175 -1.288 -5.327
56 F 2.286 4.140 -5.930
57 C 0.739 -4.001 3.525
58 H 2.545 -0.138 -1.786
59 H 1.335 -1.733 0.928

Cartesian forces (eV/Å) of the 6 atoms listed first:
N -1.09 1.13 4.78
O -0.99 0.73 -1.80
C 4.23 0.29 2.19
H -0.02 0.03 -0.04
C 0.03 -0.17 0.07
H -0.13 -0.17 0.29

Values from the calculation:
- HOMO energy (eV) = -6.853
- LUMO level (eV) = -5.44
- largest force on an atom (eV/Å) = 9.2
- gap between HOMO and LUMO (eV) = 1.41